Entry 1:
C24H19BrN2O3 in the gas phase in a non-equilibrium geometry, computed with ωB97M-V/def2-TZVPD.

```
49
Properties=species:S:1:pos:R:3:nbo_charge:R:1
O -0.55441 2.93620 1.25326 -0.61
C 0.54161 2.61828 1.64684 0.81
O 1.26898 3.39354 2.45081 -0.66
C 1.22780 1.38061 1.11188 -0.57
C 0.27234 0.30175 0.55648 0.06
C 0.00817 -0.90710 1.14490 0.07
N 0.43643 -1.37782 2.37458 -0.62
C 0.44886 -0.71270 3.59561 0.24
C 1.33147 -1.14005 4.57244 -0.27
C 1.51627 -0.43733 5.76755 -0.19
C 0.78178 0.72915 6.01383 -0.24
C -0.19187 1.13486 5.05735 -0.19
C -0.32920 0.40689 3.86140 -0.30
C -0.82021 -1.69665 0.20228 0.64
O -1.24905 -2.82338 0.39963 -0.60
N -0.94963 -0.98188 -0.98827 -0.47
C -1.73811 -1.40045 -2.07132 0.21
C -2.82729 -0.67052 -2.48553 -0.24
C -3.67492 -1.15041 -3.51244 -0.20
C -3.36312 -2.33070 -4.16299 -0.21
C -2.23038 -3.05715 -3.79084 -0.20
C -1.45224 -2.60167 -2.72053 -0.21
C -0.41859 0.37454 -0.82264 -0.10
C 0.61179 0.64277 -1.90063 0.05
C 0.64785 1.92127 -2.47316 -0.23
C 1.53847 2.28105 -3.49108 -0.23
C 2.39008 1.30115 -4.00247 -0.10
Br 3.63398 1.71062 -5.35092 0.07
C 2.42279 0.02765 -3.41619 -0.23
C 1.54456 -0.28688 -2.36498 -0.21
H 0.67783 4.12083 2.68653 0.50
H 1.90459 1.65423 0.34164 0.26
H 1.83287 0.89799 1.90955 0.26
H 0.57239 -2.38288 2.39113 0.41
H 1.94351 -2.05034 4.41008 0.21
H 2.27799 -0.83039 6.43345 0.22
H 0.92928 1.30496 6.93413 0.22
H -0.79971 2.01989 5.25491 0.22
H -1.08239 0.67858 3.11335 0.23
H -3.04527 0.30084 -1.98485 0.21
H -4.53080 -0.55152 -3.86555 0.22
H -3.98889 -2.70122 -4.97057 0.22
H -2.00395 -3.98471 -4.27344 0.22
H -0.57921 -3.16350 -2.34209 0.22
H -1.22154 1.10598 -0.81793 0.23
H -0.04522 2.66998 -2.05018 0.22
H 1.68824 3.29649 -3.83878 0.23
H 3.09941 -0.69565 -3.83064 0.23
H 1.54661 -1.27522 -1.95561 0.22
```

Properties
Energy relative to the best compared isomer or geometry (same formula, charge and spin) (kcal/mol): 0.0
Gap between HOMO and LUMO (eV): 8.62
Highest occupied orbital energy (eV): -8.11
Structure (SMILES): O=C(O)CC1=C(Nc2ccccc2)C(=O)N(c2ccccc2)[C@@H]1c1ccc(Br)cc1


Entry 2:
2 unconnected molecules or ions with the total composition C23H25BO2 in a non-equilibrium geometry, computed with ωB97M-V/def2-TZVPD.

```
51
Properties=species:S:1:pos:R:3:nbo_charge:R:1
C -6.26372 3.16288 1.76064 -0.26
O -4.94497 3.23715 2.36724 -0.49
C -3.95811 2.42286 1.91811 0.35
C -2.64636 2.67912 2.40159 -0.27
C -1.57605 1.96240 1.90009 -0.13
C -1.74839 0.96474 0.91105 -0.17
C -0.59415 0.29307 0.30788 0.19
C 0.66712 0.92300 0.24952 -0.34
C 1.92714 0.29549 0.08324 -0.02
C 3.16533 0.92801 0.55676 -0.02
C 4.40344 0.27452 0.38499 -0.18
C 5.58732 0.85024 0.84088 -0.21
C 5.57927 2.09979 1.47193 -0.19
C 4.35129 2.74702 1.66746 -0.22
C 3.15600 2.18114 1.21559 -0.21
C -0.77403 -1.00536 -0.33733 -0.19
C -1.71704 -1.97043 0.13292 -0.15
C -1.82080 -3.22818 -0.42465 -0.28
C -0.97828 -3.58728 -1.50638 0.36
O -1.06154 -4.86255 -1.96011 -0.49
C -0.11214 -5.27887 -2.97227 -0.26
C -0.07800 -2.62969 -2.01973 -0.34
C -0.01763 -1.37323 -1.46878 -0.06
C -3.07293 0.69178 0.49587 -0.07
C -4.16732 1.39239 0.97317 -0.34
H -6.81549 3.94795 2.28147 0.21
H -6.22180 3.37038 0.67706 0.19
H -6.73036 2.17876 1.93656 0.18
H -2.50790 3.44414 3.15859 0.23
H -0.58410 2.13924 2.30158 0.22
H 0.63586 2.00387 0.38858 0.21
H 1.90229 -0.80213 0.05225 0.25
H 4.40964 -0.67764 -0.15463 0.24
H 6.53361 0.31738 0.70025 0.22
H 6.49968 2.53682 1.85185 0.22
H 4.30952 3.70517 2.18320 0.21
H 2.20671 2.69769 1.35422 0.21
H -2.36581 -1.74863 0.97567 0.22
H -2.51691 -3.98747 -0.05446 0.23
H -0.41237 -6.29419 -3.23280 0.20
H -0.17082 -4.63444 -3.86661 0.19
H 0.91684 -5.28485 -2.57287 0.19
H 0.60197 -2.88564 -2.84055 0.25
H 0.64755 -0.64216 -1.91938 0.26
H -3.25300 -0.09585 -0.23100 0.22
H -5.17149 1.15850 0.60236 0.23
H 2.66459 -0.02522 -1.48018 -0.01
B 2.97587 -0.73733 -2.56234 -0.48
H 2.07479 -0.53424 -3.36581 -0.05
H 4.07850 -0.40458 -2.95249 -0.02
H 2.98717 -1.91552 -2.18018 -0.05
```

Properties
Energy relative to the best compared isomer or geometry (same formula, charge and spin) (kcal/mol): 23.6
Gap between HOMO and LUMO (eV): 6.63
Highest occupied orbital energy (eV): -8.24


Entry 3:
A molecular structure, C11H32Li6O7 in a non-equilibrium geometry, computed with ωB97M-V/def2-TZVPD.

```
56
Properties=species:S:1:pos:R:3:nbo_charge:R:1
Li -4.26994 -2.14914 0.50418 0.98
Li -3.04305 0.81062 4.08428 0.94
Li -0.52183 1.20239 4.58029 0.99
Li -3.09536 -2.50397 3.94695 0.99
Li -2.09667 2.98431 1.64546 0.96
Li -4.97476 -0.12691 2.17568 0.96
O -3.19694 -1.37525 2.10319 -1.18
C -1.84995 -1.08449 1.93212 -0.10
C -1.31401 0.36867 1.75179 -0.13
O -1.55726 1.36972 2.75736 -1.19
H -1.46349 -1.67523 1.10159 0.21
H -1.34676 -1.56805 2.76942 0.11
H -1.71574 0.70624 0.79641 0.18
H -0.26152 0.31747 1.47294 0.22
O -2.47313 3.30333 -0.42473 -1.03
H -1.88440 3.81351 -0.98092 0.54
H -3.35036 3.52438 -0.73750 0.51
O -4.49993 1.24260 0.74447 -1.00
H -4.32357 1.97758 1.33178 0.47
H -4.31433 1.58441 -0.13015 0.54
C 3.11544 2.63111 2.52164 -0.61
C 2.56427 3.62135 1.52141 0.08
C 1.80930 2.84586 0.39648 -0.62
O 1.76565 4.60814 2.09421 -0.72
H 3.76682 3.15459 3.22147 0.26
H 3.76472 1.92437 2.00486 0.21
H 2.26698 2.11103 2.96631 0.14
H 3.47740 4.09208 1.15712 0.20
H 1.28842 3.47870 -0.32205 0.24
H 1.11810 2.11198 0.81093 0.14
H 2.48184 2.29665 -0.26243 0.21
H 2.35716 5.04690 2.71000 0.50
C -0.38366 -2.77886 -4.28721 -0.62
C -1.05283 -3.71757 -3.37048 0.08
C -0.60898 -3.62384 -1.92710 -0.64
O -2.47246 -3.49503 -3.36670 -0.72
H 0.68304 -2.64294 -4.10893 0.20
H -0.90459 -1.85688 -4.02901 0.20
H -0.62552 -3.08022 -5.30642 0.27
H -0.93570 -4.76876 -3.63390 0.20
H -0.78796 -4.55369 -1.38723 0.23
H -1.11162 -2.89844 -1.28737 0.14
H 0.47614 -3.63926 -1.82513 0.21
H -2.89743 -4.07919 -2.73444 0.46
C 2.31009 -0.63583 0.16907 -0.63
C 2.95213 -1.37881 -1.07789 0.07
C 2.41612 -0.78403 -2.37408 -0.61
O 4.32516 -0.97817 -1.16004 -0.14
H 2.84916 0.30021 0.31513 0.22
H 2.42235 -1.14037 1.12873 0.25
H 1.27215 -0.45165 -0.10814 0.21
H 2.77937 -2.44816 -0.95646 0.27
H 2.62715 0.27379 -2.53090 0.26
H 1.32685 -0.75635 -2.34568 0.27
H 2.66254 -1.41950 -3.22470 0.29
H 4.45546 -0.09160 -0.81563 0.52
```

Properties
Total charge: +5
<S²>: 0.754
Gap between HOMO and LUMO (alpha / beta) (eV): 3.63 / 3.41
Highest occupied orbital energy (alpha / beta) (eV): -20.56 / -20.55
Spin multiplicity: 2


Entry 4:
A molecular structure, C5H7PS in a non-equilibrium geometry, computed with ωB97M-V/def2-TZVPD.

```
14
Properties=species:S:1:pos:R:3:nbo_charge:R:1
C -1.10502 1.03014 -0.36278 -0.16
C -0.82447 0.67657 0.92975 -0.34
C 0.01891 1.07023 -1.20684 -0.32
C 0.51290 0.61251 1.16023 -0.18
C 1.10425 0.84070 -0.27743 -0.15
P -0.48923 -1.88570 -0.36392 0.25
S 1.51580 -1.43850 -0.39591 -0.22
H -2.15791 1.28554 -0.68765 0.23
H -1.49124 0.48830 1.72438 0.23
H 0.28833 1.36272 -2.25071 0.25
H 1.17829 0.47080 2.06440 0.25
H 2.10373 1.07136 -0.47663 0.23
H -0.22494 -3.23856 -0.73395 0.00
H -0.42939 -2.34611 0.87706 -0.05
```

Properties
Energy relative to the best compared isomer or geometry (same formula, charge and spin) (kcal/mol): 61.2
Gap between HOMO and LUMO (eV): 7.52
Highest occupied orbital energy (eV): -8.24


Entry 5:
A gas-phase ion, C4H7N2 (charge +1) in a non-equilibrium geometry, computed with ωB97M-V/def2-TZVPD.

```
13
Properties=species:S:1:pos:R:3:nbo_charge:R:1
C -1.37506 1.14346 1.01423 0.15
C -0.35793 -0.15213 -0.39668 0.23
C 0.74109 0.87929 0.05390 -0.30
C -0.10606 -1.24815 -1.29209 -0.70
N -0.15328 1.65961 0.96577 -0.29
N -1.51227 0.04436 0.28555 -0.12
H -2.14849 1.62436 1.52262 0.24
H 1.12228 1.38958 -0.88261 0.26
H 0.04413 2.44629 1.44409 0.43
H 1.54683 0.44770 0.72684 0.26
H -0.34447 -2.17026 -0.72734 0.29
H -0.84001 -1.30992 -2.14788 0.28
H 0.95843 -1.15298 -1.79189 0.26
```

Properties
Total charge: +1
Energy relative to the best compared isomer or geometry (same formula, charge and spin) (kcal/mol): 13.0
<S²>: 2.017
Gap between HOMO and LUMO (alpha / beta) (eV): 8.58 / 7.13
Highest occupied orbital energy (alpha / beta) (eV): -12.19 / -16.35
Spin multiplicity: 3


Entry 6:
9 unconnected molecules or ions with the total composition C31H54O17 in a non-equilibrium geometry, computed with ωB97M-V/def2-TZVPD.

```
102
Properties=species:S:1:pos:R:3:mulliken_charge:R:1
C 15.06662 9.83963 8.88143 -1.25
C 14.04201 8.78252 9.21004 0.50
C 14.24214 8.03647 10.51230 -0.27
O 12.88277 7.88821 10.99799 -0.39
C 12.07633 8.82439 10.47157 0.58
O 10.99248 9.13557 10.80311 -0.52
O 12.74585 9.41325 9.41074 -0.18
H 14.90471 10.36174 7.94141 0.27
H 16.04568 9.28588 8.79702 0.39
H 15.20061 10.58576 9.62458 0.24
H 13.88794 8.15436 8.34488 0.24
H 14.82628 8.57436 11.29828 0.15
H 14.58711 7.01158 10.34194 0.30
C 15.17936 16.31059 6.73284 -1.52
C 14.84490 15.24644 7.72548 0.85
C 15.85675 14.97250 8.89399 -0.51
O 14.94070 14.52605 9.94286 -0.27
C 13.77694 15.16489 9.70653 0.63
O 12.92464 15.41483 10.48212 -0.56
O 13.67414 15.66513 8.46514 -0.32
H 16.16128 16.15134 6.29939 0.38
H 15.21993 17.24491 7.32164 0.35
H 14.44273 16.46758 5.95798 0.36
H 14.69438 14.24876 7.22348 0.09
H 16.38504 15.83109 9.33550 0.30
H 16.49892 14.10484 8.68418 0.27
C 12.87733 8.54690 17.61825 -1.26
C 11.99985 9.13114 18.69732 0.31
C 12.69416 9.79292 19.90242 -0.34
O 11.84112 10.95127 20.14436 -0.41
C 11.11386 11.22558 19.04281 0.58
O 10.45181 12.16238 18.88687 -0.45
O 11.35726 10.26939 18.07990 -0.28
H 13.62640 9.26722 17.33552 0.05
H 12.26180 8.29199 16.78065 0.47
H 13.34250 7.66369 18.04942 0.43
H 11.25176 8.42919 19.02883 0.25
H 13.65085 10.15932 19.62931 0.26
H 12.75564 9.10859 20.71493 0.36
C 16.65969 8.46776 14.45441 -1.37
C 17.55513 8.42709 15.70786 0.45
C 17.91944 9.84233 16.14438 -0.36
O 17.26915 10.03527 17.41912 -0.34
C 16.56314 8.88664 17.67357 0.65
O 15.81983 8.83219 18.59121 -0.51
O 16.79236 7.93884 16.78572 -0.34
H 15.72784 9.01713 14.45293 0.22
H 16.37174 7.44210 14.18448 0.41
H 17.25358 8.94247 13.68275 0.44
H 18.41438 7.81911 15.50961 0.29
H 17.49973 10.56944 15.38687 0.19
H 19.00625 9.97182 16.28169 0.30
C 9.66277 14.98844 11.63471 0.51
C 9.21524 16.44475 11.79745 0.69
C 9.18619 17.26963 10.52067 -1.24
O 9.09508 16.95821 12.86156 -0.55
H 8.97797 14.45072 10.93633 0.38
H 9.71454 14.35281 12.52787 -0.36
H 10.61032 15.02085 11.05854 -0.34
H 10.04546 17.19957 9.88411 0.25
H 9.04770 18.29241 10.87024 0.37
H 8.34134 17.02823 9.92400 0.35
C 12.71456 12.06765 11.48006 0.24
C 13.41320 11.57038 12.73971 0.48
C 12.67146 11.60016 14.05259 -0.90
O 14.61613 11.34477 12.73702 -0.65
H 13.52626 12.28959 10.75736 -0.21
H 12.10966 12.92833 11.64834 0.25
H 12.03277 11.30645 11.09235 -0.04
H 13.34230 11.13379 14.76476 0.28
H 11.68108 11.09623 13.87591 0.27
H 12.38696 12.63574 14.33634 0.23
C 9.19125 13.93563 15.33938 -1.14
C 9.03370 12.58320 14.84367 0.97
C 8.82518 11.52564 15.91117 -0.94
O 9.00757 12.33558 13.66645 -0.56
H 8.44445 14.51246 14.87437 0.36
H 10.13886 14.34099 14.87607 0.24
H 9.25537 14.06714 16.39008 0.41
H 8.17872 10.69525 15.53360 0.31
H 8.40748 12.00584 16.77663 0.39
H 9.77133 11.10944 16.22072 -0.01
C 8.41917 7.93361 8.44640 -0.79
C 7.04634 8.50445 8.25337 0.77
C 6.11122 8.47732 9.41117 -1.02
O 6.65725 8.93706 7.17567 -0.58
H 9.13039 8.19709 7.64800 0.25
H 8.43122 6.82282 8.57493 0.35
H 8.86567 8.30136 9.34727 0.11
H 5.44490 7.59459 9.43318 0.28
H 5.49828 9.39076 9.45224 0.31
H 6.64522 8.37093 10.33310 0.32
C 10.87522 11.51997 6.88526 -1.36
C 11.74912 12.47742 7.64018 0.90
C 11.05197 13.48800 8.44325 -0.45
O 12.97951 12.49349 7.63438 -0.54
H 10.65187 10.63968 7.50391 0.19
H 11.39741 11.19549 6.00082 0.40
H 9.89628 11.96130 6.61340 0.42
H 9.96803 13.23206 8.60040 0.36
H 11.15839 14.49002 8.07012 0.45
H 11.42918 13.65240 9.46244 -0.47
```

Properties
Energy relative to the best compared isomer or geometry (same formula, charge and spin) (kcal/mol): 17.5
Gap between HOMO and LUMO (eV): 9.44
Highest occupied orbital energy (eV): -9.05
Structure (SMILES): C[C@H]1COC(=O)O1.C[C@H]1COC(=O)O1.C[C@H]1COC(=O)O1.C[C@H]1COC(=O)O1.CC(C)=O.CC(C)=O.CC(C)=O.CC(C)=O.CC(C)=O